94
Properties=species:S:1:pos:R:3 method="wB97M-V/def2-TZVPD" total_charge=-1 orbital_gap_ev=8.0 homo_energy_ev=-5.694 energy_ha=-2121.91858
C 3.504 -0.168 4.131
O 4.878 0.399 4.295
C 5.764 -0.576 4.971
C 6.926 -1.100 3.925
C 6.418 -1.138 2.341
C 6.670 0.337 1.620
C 5.270 0.882 0.964
C 5.013 2.500 1.132
C 3.440 2.850 1.560
C 2.531 3.299 0.231
C 2.063 1.962 -0.659
C 0.544 1.612 -0.174
C 0.192 0.030 0.020
C 1.366 -1.077 0.288
C 0.816 -2.624 -0.032
C 1.697 -3.789 0.733
N 1.693 -3.888 2.243
O 2.436 -4.694 0.032
O -0.679 -0.368 -1.132
B -2.128 -0.557 -0.769
F -2.774 -1.557 -1.666
O -2.040 -0.871 0.701
C -1.041 0.113 1.147
C -0.621 0.204 2.731
C -0.499 -1.043 3.770
C -0.106 -0.769 5.299
N 0.239 0.480 6.033
C 0.135 1.584 5.040
C -0.275 1.602 3.490
H 2.812 0.752 3.885
H 3.428 -0.886 3.183
H 3.118 -0.685 5.114
H 6.328 0.030 5.823
H 5.176 -1.500 5.411
H 7.859 -0.371 3.981
H 7.272 -2.165 4.301
H 5.304 -1.518 2.243
H 7.095 -1.952 1.793
H 7.417 0.154 0.724
H 7.117 1.062 2.422
H 5.197 0.663 -0.206
H 4.355 0.288 1.448
H 5.205 3.083 0.112
H 5.776 2.951 1.903
H 3.420 3.658 2.416
H 2.926 1.875 2.015
H 1.612 3.965 0.552
H 3.237 3.949 -0.438
H 2.873 1.149 -0.438
H 2.058 2.313 -1.777
H -0.202 2.027 -1.009
H 0.293 2.244 0.800
H 1.752 -1.125 1.410
H 2.327 -0.959 -0.386
H -0.313 -2.773 0.237
H 1.031 -2.774 -1.197
H 1.189 -4.732 2.595
H 2.649 -3.794 2.650
H -2.603 0.493 -1.002
H -1.584 1.146 0.951
H -0.703 -2.143 3.397
H -0.081 -1.741 5.995
H 0.410 2.653 5.501
H -0.318 2.621 2.901
C -5.148 6.105 -3.752
C -3.899 5.549 -3.091
O -4.235 4.527 -2.144
C -4.524 3.312 -2.672
O -4.513 3.022 -3.858
O -4.856 2.478 -1.654
C -5.275 1.185 -2.082
H -5.869 6.437 -2.997
H -4.900 6.948 -4.402
H -5.651 5.343 -4.355
H -3.399 6.348 -2.532
H -3.182 5.176 -3.830
H -4.537 0.726 -2.749
H -6.250 1.255 -2.574
H -5.378 0.550 -1.197
C -3.555 -3.381 -3.977
C -4.233 -2.749 -5.181
O -4.945 -3.733 -5.941
C -6.146 -4.109 -5.433
O -6.661 -3.680 -4.412
O -6.665 -5.065 -6.243
C -7.892 -5.617 -5.769
H -2.928 -4.223 -4.286
H -2.935 -2.648 -3.453
H -4.291 -3.776 -3.270
H -3.471 -2.327 -5.845
H -4.896 -1.927 -4.888
H -8.626 -4.833 -5.556
H -7.706 -6.225 -4.878
H -8.298 -6.264 -6.551


30
Properties=species:S:1:pos:R:3 method="wB97M-V/def2-TZVPD" total_charge=+1 orbital_gap_ev=9.4 homo_energy_ev=-12.852 de_lowest_ev=1.8133 energy_ha=-500.65743
C -2.624 0.939 1.282
N -1.718 1.422 0.154
C -0.978 2.478 0.256
O -0.695 3.095 1.342
C -1.884 0.511 -1.005
C -0.923 -0.671 -0.746
N 0.375 -0.276 -1.212
C 1.472 -0.896 -0.375
C 1.258 -2.376 -0.115
C 2.845 -0.539 -1.033
C 1.355 -0.108 0.958
H -2.423 1.357 2.283
H -3.614 1.149 1.080
H -2.333 -0.148 1.243
H -0.301 2.731 -0.512
H -1.268 2.919 2.064
H -1.511 0.913 -1.913
H -2.886 0.177 -1.135
H -1.056 -0.913 0.268
H -1.330 -1.564 -1.332
H 0.564 -0.712 -2.094
H 2.000 -2.683 0.668
H 0.372 -2.513 0.557
H 1.363 -3.194 -0.848
H 3.012 -1.029 -2.055
H 3.560 -0.866 -0.379
H 2.947 0.432 -1.216
H 1.689 0.924 0.768
H 0.462 -0.106 1.548
H 2.272 -0.453 1.496


59
Properties=species:S:1:pos:R:3 method="wB97M-V/def2-TZVPD" total_charge=0 orbital_gap_ev="6.3 / 5.2" homo_energy_ev="-7.734 / -7.704" de_lowest_ev=1.8737 energy_ha=-7787.85771 spin_multiplicity=2
Ir -0.618 -0.740 -0.310
Se -0.239 -3.577 0.259
Te -2.526 -4.384 0.630
Te -3.927 -2.499 -0.693
Se -2.281 -1.709 -2.270
C 2.779 -2.387 -0.539
C 2.369 -1.391 -1.580
C 3.143 -1.129 -2.690
C 2.724 -0.151 -3.601
C 1.567 0.556 -3.391
C 0.808 0.252 -2.246
N 1.223 -0.713 -1.399
N -0.328 0.786 -1.812
Si -1.252 2.070 -2.563
C -2.654 2.488 -1.427
C -0.191 3.605 -2.808
C -1.941 1.539 -4.226
H 3.813 -2.219 -0.241
H 2.683 -3.406 -0.919
H 2.132 -2.293 0.327
H 4.050 -1.692 -2.855
H 3.325 0.054 -4.480
H 1.222 1.315 -4.079
H -2.309 2.713 -0.416
H -3.360 1.659 -1.357
H -3.210 3.358 -1.789
H 0.421 3.810 -1.925
H -0.840 4.468 -2.971
H 0.474 3.529 -3.672
H -2.640 0.711 -4.093
H -1.168 1.205 -4.924
H -2.478 2.370 -4.692
C -0.982 -1.118 3.182
P 0.014 -0.311 1.897
C -0.187 1.444 2.298
C 1.686 -0.740 2.471
C 2.636 0.244 2.734
C 3.880 -0.099 3.247
C 4.199 -1.430 3.471
C 3.268 -2.420 3.180
C 2.018 -2.078 2.689
H -1.038 -2.191 2.996
H -1.990 -0.704 3.176
H -0.512 -0.939 4.148
H 0.048 1.644 3.343
H -1.235 1.689 2.114
H 0.428 2.058 1.640
H 2.405 1.287 2.556
H 4.600 0.678 3.472
H 5.167 -1.696 3.877
H 3.513 -3.462 3.340
H 1.304 -2.863 2.469
F -2.887 0.166 0.647
P -4.323 0.429 1.514
F -5.137 -0.041 0.194
F -4.341 1.933 1.000
F -4.213 -1.128 1.982
F -5.672 0.595 2.335
F -3.420 0.854 2.781


11
Properties=species:S:1:pos:R:3 method="wB97M-V/def2-TZVPD" total_charge=0 orbital_gap_ev=11.7 homo_energy_ev=-10.807 smiles=N#CC[C@H]1CO1 de_lowest_ev=1.8001 energy_ha=-285.34843
N 2.213 1.096 -0.207
C 1.645 0.088 -0.208
C 0.649 -0.989 -0.135
C -0.549 -0.287 0.502
C -1.025 0.937 -0.127
O -1.799 -0.261 -0.148
H 1.011 -1.827 0.468
H 0.415 -1.367 -1.136
H -0.596 -0.377 1.587
H -1.355 1.765 0.499
H -0.609 1.223 -1.094